1.
# BrH5Si2

A 2-piece molecular cluster, BrH5Si2 overall in a non-equilibrium geometry (ωB97M-V/def2-TZVPD, the Open Molecules 2025 dataset).

Properties
Gap between HOMO and LUMO: 8.32 eV
Energy: -85877.509 eV
ΔE to the lowest compared entry with this formula, charge and spin: 0.00 kcal per mole

The geometry in ORCA input format:
```
! wB97M-V def2-TZVPD RIJCOSX def2/J DEFGRID3
* xyz 0 1
Si 0.83393 -1.31055 0.18894
Si -0.97613 1.08022 0.00956
Br 0.30392 2.21475 -1.48080
H 0.05097 -2.23358 -0.63989
H 2.18396 -1.13964 -0.31349
H 0.75681 -1.72073 1.58928
H -2.31201 1.19868 -0.55337
H -0.84145 1.91085 1.19977
*
```



2.
# C5H11N3

One molecule with the formula C5H11N3 in a non-equilibrium geometry (ωB97M-V/def2-TZVPD, the Open Molecules 2025 dataset).

Properties
Structure (SMILES): [H]/N=C(/C)[C@]1(C)CN1N
Gap between HOMO and LUMO: 9.85 eV
Energy: -9830.522 eV
ΔE to the lowest compared entry with this formula, charge and spin: 78.05 kcal per mole

The geometry in ORCA input format:
```
! wB97M-V def2-TZVPD RIJCOSX def2/J DEFGRID3
* xyz 0 1
H -1.23269 1.16348 -1.59184
N -1.66076 1.05185 -0.66700
C -0.89263 0.35681 0.12268
C -1.31413 0.11465 1.55246
C 0.59431 0.18946 -0.18011
C 1.58044 1.02837 0.59111
C 1.05203 -0.33537 -1.51632
N 0.84441 -1.25258 -0.40139
N -0.54252 -1.84238 -0.65374
H -0.75521 0.76062 2.23277
H -2.37900 0.32643 1.67789
H -1.13490 -0.92467 1.83846
H 1.24667 2.07236 0.58155
H 2.58340 0.99365 0.15362
H 1.64709 0.70373 1.63311
H 0.37383 -0.34535 -2.36260
H 2.09513 -0.24133 -1.80403
H -1.18888 -1.42632 -1.32499
H -0.91659 -2.39341 0.11838
*
```



3.
# C48H42AgBrF5INOP2S

C48H42AgBrF5INOP2S as an isolated structure (ωB97M-V/def2-TZVPD, the Open Molecules 2025 dataset).

Properties
Gap between HOMO and LUMO: 6.23 eV
Energy: -179141.520 eV
ΔE to the lowest compared entry with this formula, charge and spin: 0.00 kcal per mole

The geometry in ORCA input format:
```
! wB97M-V def2-TZVPD RIJCOSX def2/J DEFGRID3
* xyz -1 1
Ag -0.83910 0.09079 -0.40328
F -7.23002 1.75788 1.27636
C -6.20105 1.34599 0.51498
C -5.10582 2.16681 0.30798
F -5.08707 3.39596 0.84070
C -4.05523 1.72586 -0.47814
F -3.01894 2.56702 -0.63510
C -4.04858 0.48520 -1.10938
S -2.72368 -0.09488 -2.11168
C -5.17914 -0.30271 -0.89308
F -5.27900 -1.52263 -1.45604
C -6.23296 0.10194 -0.09277
F -7.28984 -0.70804 0.10031
N 1.84799 -1.77297 -0.41215
P 1.98177 -0.06404 -0.29731
C 3.67238 0.15541 -0.97455
C 4.79057 -0.43998 -0.39286
C 6.03700 -0.30614 -0.97705
C 6.18375 0.43522 -2.14508
C 5.08079 1.04040 -2.72221
C 3.82883 0.89825 -2.13610
C 2.29902 0.22007 1.48045
C 1.78269 -0.61922 2.45695
C 1.97438 -0.33768 3.80283
C 2.67853 0.79315 4.18121
C 3.18000 1.65180 3.21081
C 2.98658 1.36942 1.87064
P 0.27373 -2.38571 -0.82807
C 0.52714 -4.13311 -0.35577
C 0.32509 -4.44731 0.98784
C 0.50633 -5.74229 1.44429
C 0.86860 -6.74432 0.55380
C 1.05087 -6.44343 -0.78739
C 0.88702 -5.14258 -1.24142
C 0.38780 -2.43019 -2.65047
C 1.55744 -2.15952 -3.35061
C 1.54961 -2.12985 -4.73827
C 0.37487 -2.37381 -5.43511
C -0.79694 -2.64156 -4.74039
C -0.79235 -2.66114 -3.35553
H 2.36250 -2.32677 0.26534
H 4.68692 -0.99897 0.52934
H 6.89930 -0.77295 -0.51941
H 7.16114 0.54386 -2.59662
H 5.18986 1.62666 -3.62542
H 2.96205 1.37095 -2.58035
H 1.17921 -1.47187 2.17605
H 1.54591 -0.99045 4.55096
H 2.81855 1.01972 5.23043
H 3.71106 2.54860 3.50104
H 3.36967 2.05094 1.12011
H -0.00211 -3.67723 1.67500
H 0.34571 -5.97128 2.48926
H 0.99780 -7.75988 0.90408
H 1.32643 -7.22301 -1.48565
H 1.04061 -4.91288 -2.28827
H 2.47823 -1.97638 -2.81029
H 2.46392 -1.90917 -5.27370
H 0.36719 -2.33694 -6.51647
H -1.72335 -2.80548 -5.27476
H -1.72207 -2.81061 -2.81859
C -0.30430 3.13632 3.76170
C -1.13999 3.09547 2.47689
C -0.21892 3.01878 1.25859
C -2.23262 2.04009 2.63700
C -3.41794 2.49097 3.20671
C -4.45884 1.64209 3.54311
C -4.27706 0.28299 3.33682
C -3.11427 -0.22508 2.77986
C -2.98757 -1.72949 2.66236
C -1.71575 -2.27397 3.30690
C -3.14307 -2.22526 1.22777
C -2.07366 0.65383 2.36455
O -0.98693 0.17602 1.80630
H 0.43583 3.93917 3.72385
H 0.22782 2.18865 3.88489
H -0.93741 3.28263 4.63669
H -1.68270 4.04635 2.39724
H 0.09203 1.99201 1.07430
H 0.68563 3.60894 1.43889
H -0.69896 3.41122 0.36512
H -3.52447 3.55671 3.38069
H -5.37575 2.02622 3.96995
H -5.05867 -0.41365 3.62799
H -3.83191 -2.13765 3.23252
H -0.84432 -1.86009 2.80155
H -1.69884 -3.36451 3.24360
H -1.66082 -1.99188 4.35913
H -2.36975 -1.81078 0.57463
H -4.11126 -1.93199 0.82485
H -3.07163 -3.31560 1.17987
Br -0.31055 5.61704 -1.79639
C 1.04501 4.88988 -2.89665
C 2.13410 5.70349 -3.18236
C 3.14436 5.24756 -4.01118
C 3.05624 3.97991 -4.56696
C 1.96926 3.17456 -4.27276
C 0.95393 3.60638 -3.42069
I -0.60052 2.27491 -2.97899
H 2.17883 6.69357 -2.75363
H 3.99120 5.88523 -4.22542
H 3.83116 3.61639 -5.22851
H 1.89158 2.18762 -4.71224
*
```



4.
# C2H10N3

A 2-piece molecular cluster, C2H10N3 overall in a non-equilibrium geometry (ωB97M-V/def2-TZVPD, the Open Molecules 2025 dataset).

Properties
Gap between HOMO and LUMO: 12.03 eV
Energy: -6700.555 eV
ΔE to the lowest compared entry with this formula, charge and spin: 11.15 kcal per mole

The geometry in ORCA input format:
```
! wB97M-V def2-TZVPD RIJCOSX def2/J DEFGRID3
* xyz 1 1
C 1.97099 -1.30068 -0.00312
C 0.79581 -0.31617 -0.01398
N 1.03161 1.00060 0.23378
N -0.29769 -0.59414 -0.55572
N -2.51479 0.92140 0.17038
H 1.99368 -1.79251 -0.96103
H 1.96898 -2.19119 0.64931
H 2.89445 -0.86268 0.11072
H 0.33624 1.64532 -0.05890
H 1.86901 1.40382 0.64685
H -0.51492 -1.64179 -0.64885
H -1.11520 0.02035 -0.42444
H -3.40813 0.77550 -0.31499
H -2.81360 0.92983 1.14854
H -2.19643 2.00233 0.02144
*
```



5.
# C28H52LaP2

C28H52LaP2 as an isolated structure in a non-equilibrium geometry (ωB97M-V/def2-TZVPD, the Open Molecules 2025 dataset).

Properties
Gap between HOMO and LUMO: 7.02 eV
Energy: -49307.401 eV

The geometry in ORCA input format:
```
! wB97M-V def2-TZVPD RIJCOSX def2/J DEFGRID3
* xyz 1 1
La -0.29386 0.39442 -0.83732
C -0.89871 -1.89849 0.76287
C 0.46025 -2.02254 0.34699
C 0.36726 -0.42607 2.01230
C -0.95132 -0.91386 1.79235
C 1.24047 -1.09783 1.10940
C -2.02694 -2.78246 0.38385
H -1.80681 -3.35400 -0.51733
H -2.93837 -2.20363 0.18573
H -2.27141 -3.49951 1.18225
C -2.09634 -0.68675 2.71342
H -2.89594 -1.42004 2.55426
H -2.56482 0.30275 2.60327
H -1.78536 -0.76785 3.76680
C 0.79271 0.40033 3.16333
H 0.35354 0.03224 4.10126
H 0.50794 1.45800 3.06277
H 1.87934 0.37832 3.28472
C 2.71324 -0.93578 1.07087
H 3.22573 -1.44950 1.89977
H 2.99240 0.12647 1.13576
H 3.14655 -1.32260 0.14303
C 1.01893 -3.03883 -0.58535
H 1.43283 -3.92839 -0.07076
H 1.84299 -2.62400 -1.18973
H 0.25978 -3.41466 -1.29178
C -1.85026 1.27979 -6.00234
C -1.91215 -0.06504 -5.97375
C -1.14904 -0.94232 -6.91828
C 0.33646 -0.55984 -7.10387
C 1.03720 -0.00320 -5.89450
C 1.13091 1.31794 -5.65509
C 0.43653 2.36288 -6.48494
C -0.99137 2.02787 -6.98098
H -1.65993 -0.89750 -7.90157
H 0.41184 0.13959 -7.95084
H -1.21328 -1.99368 -6.58668
H -0.94592 1.49208 -7.94457
H -2.52672 1.91268 -5.40656
H -2.68180 -0.60515 -5.41723
H -1.48480 2.99433 -7.17763
H 0.38546 3.29473 -5.90124
H 1.87617 1.69565 -4.94353
H 1.05774 2.59211 -7.37286
H 0.86418 -1.48144 -7.39971
H 1.62819 -0.73209 -5.32504
P -1.99124 0.00865 -2.85924
P 2.06761 1.47758 -1.82717
C -0.74758 1.41990 -3.36460
C 0.48060 2.18872 -2.71276
H -1.41988 2.20851 -3.73873
H -0.37911 0.90256 -4.25282
H 0.98821 2.69930 -3.55395
H 0.09617 3.01603 -2.07902
C 2.83473 2.98857 -1.16213
H 3.52826 2.69050 -0.36283
H 2.09132 3.66391 -0.71618
H 3.39086 3.51991 -1.94366
C 3.23796 0.80475 -3.03514
H 3.69088 1.59535 -3.63702
H 2.75603 0.06541 -3.68336
H 4.01870 0.28675 -2.45911
C -3.67797 0.35360 -3.36928
H -4.32523 -0.26500 -2.73687
H -3.91188 0.15144 -4.41345
H -3.95583 1.39452 -3.15528
C -1.13393 -1.47214 -3.58244
H -0.20153 -1.73961 -3.07394
H -0.85509 -1.34707 -4.63086
H -1.82128 -2.32870 -3.51620
C -1.85799 3.02969 2.83032
C -2.32380 2.69399 1.41229
C -3.11142 3.89062 0.87353
C -1.17121 2.32123 0.47198
H -1.07804 3.80371 2.81771
H -1.49046 2.15461 3.37468
H -2.69858 3.42595 3.41317
H -3.00035 1.81781 1.46061
H -2.45784 4.77561 0.78085
H -3.56856 3.67121 -0.09504
H -3.92102 4.15162 1.56070
H -1.27616 2.83831 -0.50301
H -0.19595 2.57924 0.91940
*
```



6.
# C50H64AsBiBrGeN6O5Si2

C50H64AsBiBrGeN6O5Si2 as an isolated structure (ωB97M-V/def2-TZVPD, the Open Molecules 2025 dataset).

Properties
Gap between HOMO and LUMO: 7.86 eV
Energy: -281064.575 eV
ΔE to the lowest compared entry with this formula, charge and spin: 11.38 kcal per mole

The geometry in ORCA input format:
```
! wB97M-V def2-TZVPD RIJCOSX def2/J DEFGRID3
* xyz -1 1
Bi 0.84768 1.07803 -1.22148
N 1.49993 -2.10740 -0.60871
C 1.25080 -2.93392 -1.78815
C 1.04502 -2.09996 -3.04367
N 0.01004 -1.07318 -2.89720
C -1.31167 -1.55796 -2.52804
C -1.48908 -1.43536 -1.03109
N -1.44999 -0.01584 -0.63896
H 1.64922 -2.67663 0.21460
H 2.33572 -1.53250 -0.73094
H 2.05561 -3.63685 -2.02221
H 0.35685 -3.54130 -1.60452
H 1.97687 -1.58635 -3.29004
H 0.81089 -2.79231 -3.86357
H -0.01649 -0.49910 -3.72464
H -2.07582 -0.95425 -3.02540
H -1.47500 -2.59882 -2.83301
H -2.41203 -1.93296 -0.72170
H -0.64269 -1.91917 -0.54111
H -2.30432 0.46515 -0.89434
H -1.32336 0.06975 0.37754
O 2.86226 -0.05282 0.76109
C 3.60667 0.95765 1.37265
C 3.91152 2.11436 0.44064
C 5.10775 2.80466 0.62368
C 5.46263 3.81089 -0.25063
C 4.61869 4.10051 -1.31109
C 3.44496 3.38729 -1.42125
N 3.07048 2.42627 -0.55358
H 1.95072 -0.15746 1.14963
H 4.57584 0.56050 1.67564
H 3.12936 1.33789 2.28412
H 5.76283 2.51647 1.43894
H 6.39836 4.34383 -0.12462
H 4.86282 4.85596 -2.04808
H 2.77032 3.58063 -2.24513
N -2.68968 5.76400 3.85593
C -2.15483 5.07775 3.10179
C -1.47617 4.22145 2.14772
C -2.08282 3.90367 0.93627
C -1.41034 3.10545 0.02035
C -0.13722 2.58981 0.27504
C 0.43358 2.91099 1.50844
C -0.20909 3.71854 2.43248
H -3.07090 4.29183 0.71577
H -1.89104 2.90333 -0.93370
H 1.41386 2.52661 1.76852
H 0.25726 3.95660 3.38188
Br 8.77257 -0.38929 -5.30971
C 7.05078 0.40529 -5.23632
C 6.71830 1.38073 -6.16129
N 5.52565 1.98208 -6.16078
C 4.64529 1.61415 -5.21942
C 4.90283 0.63986 -4.26391
C 6.13881 0.01603 -4.27560
C 3.86112 0.26152 -3.22511
O 4.11373 -0.73443 -2.51472
O 2.85158 1.02826 -3.19496
H 7.43041 1.68393 -6.92278
H 3.68265 2.11300 -5.21280
H 6.35159 -0.75190 -3.54357
O -1.42158 -1.32439 2.78123
C -0.27144 -1.17932 2.31840
O 0.14008 -0.13476 1.70820
C 0.68378 -2.35271 2.50583
C -0.03947 -3.70197 2.40894
Ge -1.60979 -3.76390 3.57666
C -3.44975 -3.29331 3.14047
C -3.83706 -2.85515 1.87238
C -5.16938 -2.57846 1.58684
C -6.13724 -2.72055 2.57714
C -5.76632 -3.14991 3.84585
C -4.43285 -3.43925 4.12129
C -1.79286 -5.75245 3.83273
C -2.96158 -6.43425 3.46808
C -3.06230 -7.82172 3.56771
C -1.98968 -8.56887 4.03731
C -0.81487 -7.91943 4.40122
C -0.72256 -6.53466 4.29247
C -1.14073 -2.99747 5.31523
C -1.86146 -1.90604 5.81508
C -1.54245 -1.33904 7.04469
C -0.48288 -1.84297 7.79165
C 0.25806 -2.91133 7.30038
C -0.06970 -3.47986 6.07251
H 1.09929 -2.25000 3.51513
H 1.50805 -2.25756 1.80019
H 0.60062 -4.51753 2.75565
H -0.33001 -3.94256 1.37907
H -3.08033 -2.70823 1.10791
H -5.45270 -2.23739 0.59665
H -7.17536 -2.49384 2.36120
H -6.51576 -3.25941 4.62268
H -4.15935 -3.79207 5.11270
H -3.81549 -5.87519 3.10092
H -3.98205 -8.31916 3.27613
H -2.06551 -9.64825 4.11649
H 0.03201 -8.49261 4.76484
H 0.21455 -6.06159 4.57349
H -2.66378 -1.47933 5.21973
H -2.11092 -0.49110 7.41257
H -0.23276 -1.40229 8.75009
H 1.09599 -3.29893 7.86933
H 0.53115 -4.30603 5.70546
C -1.99378 0.84473 -5.27027
Si -1.93686 2.41621 -4.22653
C -3.46500 2.39515 -3.15113
C -2.11197 3.78752 -5.49691
As 0.19352 2.70435 -3.32957
Si -0.16703 4.94948 -2.63903
C -1.92461 5.52395 -2.32509
C 0.81324 5.52089 -1.13916
C 0.47842 5.92605 -4.10055
H -2.61017 1.04000 -6.15604
H -2.43199 -0.00963 -4.74359
H -0.99764 0.55947 -5.63086
H -4.34968 2.41993 -3.79924
H -3.50999 3.25777 -2.47474
H -3.51711 1.48334 -2.54112
H -2.96127 3.57877 -6.15783
H -1.20071 3.82159 -6.10468
H -2.25312 4.77976 -5.05896
H -2.31368 5.08716 -1.39905
H -2.62181 5.28665 -3.13415
H -1.90393 6.61457 -2.20013
H 0.13847 6.02462 -0.43484
H 1.59426 6.22892 -1.44294
H 1.28973 4.70476 -0.59645
H -0.11770 5.73767 -5.00199
H 1.50919 5.62266 -4.32286
H 0.46632 7.00354 -3.88976
*
```



Question: Which formula does entry 1 have?
Answer: BrH5Si2